# 1
{"formula": "C35H58As3N5PRhS2", "method": "ωB97M-V with the def2-TZVPD basis set", "symbols": ["Rh", "As", "As", "As", "S", "S", "P", "N", "N", "N", "N", "N", "C", "C", "C", "C", "C", "C", "C", "C", "C", "C", "C", "C", "C", "C", "C", "C", "C", "C", "C", "C", "C", "C", "C", "C", "C", "C", "C", "C", "C", "C", "C", "C", "C", "C", "C", "H", "H", "H", "H", "H", "H", "H", "H", "H", "H", "H", "H", "H", "H", "H", "H", "H", "H", "H", "H", "H", "H", "H", "H", "H", "H", "H", "H", "H", "H", "H", "H", "H", "H", "H", "H", "H", "H", "H", "H", "H", "H", "H", "H", "H", "H", "H", "H", "H", "H", "H", "H", "H", "H", "H", "H", "H", "H"], "positions_angstrom": [[1.000, -0.268, 0.264], [1.345, -0.615, 2.683], [-0.928, 4.161, 5.732], [-0.581, 1.697, 0.895], [-0.680, -1.834, 0.378], [0.685, -0.250, -2.017], [3.081, 0.763, -0.115], [-2.094, -3.086, -1.512], [4.803, 1.781, -2.063], [4.716, 2.968, 0.065], [5.822, 0.822, -0.079], [-1.251, -1.319, -3.516], [-2.491, 1.392, 1.013], [-1.230, -2.063, -1.258], [-2.179, 4.970, 4.522], [3.489, 1.076, -1.902], [5.826, 2.141, 0.553], [-5.215, -4.505, -0.995], [-2.826, -3.878, -0.506], [-1.225, 1.142, 4.244], [-4.722, -2.249, -0.309], [-0.408, -2.958, -7.791], [-2.469, -2.114, -3.698], [-0.823, -1.949, -6.929], [0.596, -3.830, -7.404], [-6.067, -1.925, -0.397], [-1.905, 3.354, 7.170], [-6.987, -2.893, -0.786], [-4.294, -3.543, -0.602], [0.789, -2.681, -5.302], [3.415, 2.474, 0.514], [-6.563, -4.180, -1.078], [0.036, 1.920, 3.862], [-0.224, -1.806, -5.686], [5.962, 0.938, -1.489], [-0.156, 2.690, 2.544], [-2.356, -3.400, -2.914], [4.707, -0.017, 0.342], [0.157, -1.872, 3.555], [4.806, 3.146, -1.346], [-0.713, -1.269, -2.303], [1.273, 0.991, 3.819], [-0.576, 3.167, -0.368], [1.198, -3.691, -6.159], [0.396, 2.925, 4.996], [-0.674, -0.718, -4.739], [3.030, -1.330, 3.309], [-0.970, 3.412, 2.652], [-4.889, -5.517, -1.214], [0.250, -1.737, 4.631], [-2.423, -3.663, 0.478], [0.913, -4.619, -8.073], [-1.527, -4.005, -3.294], [-8.036, -2.642, -0.861], [3.320, -2.165, 2.673], [3.814, -0.577, 3.304], [-1.051, 4.043, 0.071], [-2.846, 1.127, 0.018], [-0.881, -1.761, 3.257], [1.991, -4.367, -5.865], [6.768, 2.642, 0.331], [-2.737, 0.587, 1.702], [-2.502, 4.121, 7.660], [5.742, 3.631, -1.618], [5.746, 2.027, 1.632], [-6.405, -0.925, -0.160], [-1.672, 5.428, 3.677], [2.623, 3.148, 0.181], [0.690, 2.386, 5.900], [4.752, -0.167, 1.418], [-1.449, 0.370, 3.511], [6.877, 1.468, -1.747], [2.163, 1.569, 3.551], [-1.221, 2.905, 7.887], [-2.097, 1.801, 4.289], [-2.558, 2.597, 6.731], [-2.718, 5.734, 5.081], [-1.445, -0.103, -5.203], [2.708, 1.678, -2.369], [3.968, 3.719, -1.741], [-3.334, -1.536, -3.363], [-2.652, -4.932, -0.725], [-1.606, -1.264, -7.239], [1.245, 3.548, 4.708], [-1.138, 2.859, -1.247], [-3.278, -3.974, -2.977], [-2.978, 2.314, 1.327], [4.972, 1.934, -3.061], [5.942, -0.028, -1.989], [-2.580, -2.337, -4.756], [0.492, -2.875, 3.295], [3.537, 0.123, -2.431], [0.749, 3.261, 2.309], [3.398, 2.456, 1.606], [4.776, -1.000, -0.125], [-2.877, 4.194, 4.203], [-3.998, -1.498, 0.000], [-1.114, 0.654, 5.215], [-0.869, -3.061, -8.764], [-7.282, -4.936, -1.365], [0.437, 3.417, -0.677], [1.458, 0.590, 4.819], [1.265, -2.568, -4.330], [0.146, -0.069, -4.450], [2.900, -1.691, 4.328]], "total_charge": 4, "e_homo_ev": [-16.3, -16.8], "energy_ha": -9596.4824, "multiplicity": 5}

***

# 2
{"formula": "C17H42BrN5O11", "method": "ωB97M-V with the def2-TZVPD basis set", "symbols": ["Br", "O", "O", "O", "O", "O", "O", "O", "O", "O", "O", "O", "N", "N", "N", "N", "N", "C", "C", "C", "C", "C", "C", "C", "C", "C", "C", "C", "C", "C", "C", "C", "C", "C", "H", "H", "H", "H", "H", "H", "H", "H", "H", "H", "H", "H", "H", "H", "H", "H", "H", "H", "H", "H", "H", "H", "H", "H", "H", "H", "H", "H", "H", "H", "H", "H", "H", "H", "H", "H", "H", "H", "H", "H", "H", "H"], "positions_angstrom": [[1.684, 2.966, 2.460], [0.753, -3.636, -4.811], [-2.722, 4.195, -0.535], [2.274, -2.731, -3.507], [1.402, -1.439, -4.928], [-1.927, 6.225, 0.877], [4.081, -0.965, 1.186], [-4.139, -3.665, -4.614], [-0.631, 3.749, 0.324], [0.728, -1.626, -0.413], [-0.283, 0.510, 2.792], [-1.742, 2.212, -0.800], [0.196, 0.600, 0.202], [-1.939, 8.052, 2.272], [-3.404, -5.354, -5.979], [-0.610, 1.085, 4.950], [4.850, -2.816, 0.001], [-1.730, 3.361, -0.370], [-3.305, -3.867, -5.407], [-2.156, -3.088, -5.880], [4.361, -3.100, 2.321], [-1.322, 9.016, 3.122], [-0.094, -0.823, -0.074], [-1.575, -1.163, 0.115], [-0.213, 6.270, 2.586], [-0.268, 0.236, 3.978], [-4.821, -5.876, -5.887], [4.402, -2.159, 1.132], [5.220, -4.210, -0.088], [-1.450, 6.843, 1.802], [0.292, -1.116, 4.497], [-1.611, 2.165, 4.818], [1.459, -2.691, -4.498], [1.545, 0.918, -0.458], [-2.725, -5.926, -5.497], [-1.697, -2.049, 0.790], [-5.015, -6.170, -4.836], [-2.465, -2.285, -6.560], [-1.828, -1.521, -0.877], [5.349, -2.944, 2.805], [1.555, 2.035, -0.608], [4.282, -4.173, 2.111], [-0.487, -1.796, 4.834], [-0.884, 9.853, 2.523], [-0.731, 0.519, 5.772], [-2.555, 8.495, 1.581], [0.089, 0.607, 1.212], [3.621, -2.758, 3.087], [1.591, 0.443, -1.435], [-2.550, 5.084, -0.089], [-0.535, 1.181, -0.243], [5.644, -4.395, -1.031], [-0.933, 4.528, 0.902], [5.423, -8.147, 3.988], [-2.414, 1.893, 5.536], [2.558, -3.723, -3.315], [-1.121, 3.096, 5.143], [-2.184, -0.297, 0.373], [0.988, -0.971, 5.312], [0.306, 7.041, 3.211], [2.327, 0.495, 0.107], [-1.465, -3.749, -6.413], [-2.073, 9.533, 3.696], [-1.716, -2.723, -4.970], [4.344, -4.887, 0.071], [0.512, 5.892, 1.856], [5.979, -4.473, 0.648], [-0.620, 8.694, 3.842], [0.780, -1.716, 3.663], [-5.545, -5.076, -6.147], [-3.154, -5.440, -6.940], [-0.448, 5.386, 3.196], [5.224, -2.157, -0.689], [-1.992, 2.239, 3.818], [-4.944, -6.738, -6.575], [2.206, -0.976, -5.038]], "total_charge": 2, "de_lowest_kcal_mol": 59.3, "e_homo_ev": -11.3, "energy_ha": -4347.6538}

***

# 3
{"formula": "C33H40Br2ClO5Ti", "method": "ωB97M-V with the def2-TZVPD basis set", "symbols": ["Br", "Br", "Ti", "Cl", "O", "O", "O", "O", "O", "C", "C", "C", "C", "C", "C", "C", "C", "C", "C", "C", "C", "C", "C", "C", "C", "C", "C", "C", "C", "C", "C", "C", "C", "C", "C", "C", "C", "C", "C", "C", "C", "C", "H", "H", "H", "H", "H", "H", "H", "H", "H", "H", "H", "H", "H", "H", "H", "H", "H", "H", "H", "H", "H", "H", "H", "H", "H", "H", "H", "H", "H", "H", "H", "H", "H", "H", "H", "H", "H", "H", "H", "H"], "positions_angstrom": [[-1.071, -1.938, 6.383], [-1.889, -0.818, -3.095], [-1.398, -1.074, -0.481], [3.473, -0.022, 3.202], [-0.898, -4.643, -0.378], [-0.159, -2.571, -0.793], [-2.036, 0.780, -0.223], [-3.359, -1.974, -0.380], [2.201, -4.665, -0.163], [-1.691, 3.735, -1.045], [4.449, -3.067, -0.917], [-1.691, 4.789, 0.070], [0.289, 0.557, -0.290], [3.905, -1.699, 1.125], [0.733, 3.103, -0.789], [-3.101, 3.146, -1.152], [-0.598, 2.696, -0.756], [3.398, 3.976, 0.433], [-4.471, -1.056, -0.271], [1.594, 0.942, -0.268], [3.613, -2.777, 0.298], [3.507, 3.454, -2.016], [3.101, -1.415, 2.217], [-1.457, -2.512, 2.286], [1.730, -3.293, 1.729], [4.316, 1.806, -0.342], [-5.094, -2.779, -1.757], [-1.251, -1.251, 1.706], [-0.047, -3.857, -0.762], [2.512, -3.570, 0.622], [3.253, 2.868, -0.620], [-0.953, -0.389, 3.986], [-1.387, 4.413, -2.391], [-1.011, -0.206, 2.607], [2.008, -2.200, 2.533], [-0.857, 1.349, -0.396], [-3.718, -3.113, -1.206], [1.842, 2.286, -0.553], [-1.411, -2.732, 3.660], [-1.152, -1.659, 4.495], [-5.679, -1.884, -0.665], [1.317, -4.365, -1.253], [-5.686, -3.674, -1.947], [1.371, -1.953, 3.371], [4.514, 3.875, -2.074], [1.175, -5.304, -1.784], [-1.912, 4.325, 1.033], [2.382, 0.226, -0.077], [4.272, 0.996, -1.073], [-0.858, 0.803, 2.234], [3.410, 2.679, -2.779], [5.309, 2.259, -0.401], [-0.428, 4.932, -2.387], [-4.987, -2.218, -2.687], [2.680, 4.781, 0.267], [-6.026, -2.482, 0.180], [-3.713, -3.991, -0.560], [-2.453, 5.549, -0.128], [-6.503, -1.261, -1.013], [-0.724, 5.290, 0.151], [4.403, 4.406, 0.397], [3.229, 3.575, 1.434], [5.443, -2.631, -0.814], [-4.480, -0.680, 0.751], [3.992, -2.646, -1.815], [-3.437, 2.723, -0.207], [-1.368, 3.671, -3.191], [4.759, -1.068, 0.909], [-3.146, 2.357, -1.903], [2.795, 4.246, -2.252], [0.875, -3.923, 1.935], [1.766, -3.618, -1.910], [-2.164, 5.147, -2.618], [-4.305, -0.228, -0.963], [4.547, -4.141, -1.073], [-2.960, -3.222, -1.978], [-1.647, -3.370, 1.646], [-1.572, -3.719, 4.074], [-0.752, 0.441, 4.652], [0.923, 4.148, -1.005], [4.198, 1.380, 0.656], [-3.787, 3.948, -1.441]], "total_charge": -1, "de_lowest_kcal_mol": 0.8, "e_homo_ev": [-4.7, -5.3], "energy_ha": -8115.5198, "multiplicity": 3}

***

# 4
{"formula": "C6H10", "method": "ωB97M-V with the def2-TZVPD basis set", "symbols": ["C", "C", "C", "C", "C", "C", "H", "H", "H", "H", "H", "H", "H", "H", "H", "H"], "positions_angstrom": [[-1.285, 0.063, 0.545], [0.800, 1.400, 0.512], [0.663, -1.707, -0.944], [-0.070, 0.452, 1.365], [0.126, -0.575, -1.394], [-1.166, -0.249, -0.748], [-0.384, 0.963, 2.280], [-2.268, 0.065, 1.011], [1.043, 2.329, 1.028], [0.339, -2.103, 0.020], [-2.024, -0.501, -1.373], [0.161, 1.678, -0.331], [1.369, -2.273, -1.526], [1.729, 0.946, 0.154], [0.480, -0.047, -2.291], [0.486, -0.440, 1.692]], "de_lowest_kcal_mol": 38.1, "e_homo_ev": -9.0, "smiles": "C=C/C=C\\CC", "energy_ha": -234.5418}

***

# 5
{"formula": "C40H62OP2SiZn", "method": "ωB97M-V with the def2-TZVPD basis set", "symbols": ["Zn", "P", "P", "Si", "O", "C", "C", "C", "C", "C", "C", "C", "C", "C", "C", "C", "C", "C", "C", "C", "C", "C", "C", "C", "C", "C", "C", "C", "C", "C", "C", "C", "C", "C", "C", "C", "C", "C", "C", "C", "C", "C", "C", "C", "C", "H", "H", "H", "H", "H", "H", "H", "H", "H", "H", "H", "H", "H", "H", "H", "H", "H", "H", "H", "H", "H", "H", "H", "H", "H", "H", "H", "H", "H", "H", "H", "H", "H", "H", "H", "H", "H", "H", "H", "H", "H", "H", "H", "H", "H", "H", "H", "H", "H", "H", "H", "H", "H", "H", "H", "H", "H", "H", "H", "H", "H", "H"], "positions_angstrom": [[-0.795, -0.163, -2.285], [-2.151, -0.734, 0.291], [1.785, 0.392, -0.355], [0.196, -2.145, -1.641], [-0.501, 1.203, -3.409], [2.721, 0.186, 1.241], [-3.283, 1.295, 3.885], [-1.899, 1.450, 4.511], [-3.965, -2.635, -0.760], [-4.849, -0.314, -0.286], [-3.879, -1.417, 0.172], [-0.192, -2.748, 0.093], [-4.846, -1.205, -2.638], [-2.147, 2.966, -3.285], [-1.060, 2.296, -5.453], [4.249, 0.293, 1.245], [-0.866, 0.540, 2.414], [2.752, -2.738, -2.791], [-0.882, 2.429, -3.946], [-0.848, 1.680, 3.428], [-1.560, -2.871, 2.075], [4.683, -1.312, -2.774], [-1.240, -2.237, 0.872], [0.714, 3.535, 0.563], [2.337, -1.167, 1.858], [0.528, -3.852, 0.561], [1.937, 4.407, 0.827], [4.015, -0.436, -1.934], [2.032, 2.104, -1.074], [-0.276, -3.581, -2.784], [-4.675, 0.033, -1.765], [3.264, 2.965, -0.757], [4.769, 0.235, 2.682], [3.221, 3.607, 0.630], [-3.304, 0.141, 2.879], [-0.831, -3.956, 2.532], [2.855, -1.283, 3.290], [-2.256, 0.378, 1.787], [0.231, -4.443, 1.777], [4.053, -2.476, -3.191], [0.763, 2.939, -0.842], [2.716, -0.702, -1.501], [4.367, -1.078, 3.350], [2.053, -1.867, -1.946], [-3.839, -2.280, -2.242], [-2.356, 3.995, -3.589], [-3.981, -3.178, -2.847], [-2.500, 1.346, 1.324], [2.315, 0.968, 1.898], [4.508, 0.480, -1.635], [2.271, -3.639, -3.153], [2.587, -2.257, 3.707], [0.148, 1.778, 3.870], [5.690, -1.086, -3.102], [-4.940, -3.112, -0.601], [4.600, 1.201, 0.756], [-1.206, 3.272, -5.923], [-5.875, -0.662, -0.121], [-4.305, 0.042, 2.457], [-5.860, -1.599, -2.507], [1.347, -4.247, -0.033], [-3.550, 2.223, 3.368], [4.351, 1.074, 3.250], [-0.105, -3.313, -3.829], [-1.893, 2.266, 5.237], [3.280, 2.840, 1.407], [-4.721, 0.587, 0.320], [-4.736, -0.946, -3.693], [1.928, 5.255, 0.133], [1.254, -1.309, 1.831], [-4.038, 1.130, 4.657], [4.658, -0.554, 0.687], [-1.065, 2.623, 2.913], [-5.384, 0.813, -2.051], [0.682, 2.724, 1.300], [2.359, -0.524, 3.907], [4.190, 2.408, -0.897], [4.717, -1.106, 4.384], [-1.094, -4.426, 3.472], [3.281, 3.775, -1.496], [-4.164, -1.749, 1.174], [-3.208, -3.371, -0.481], [-2.824, -1.919, -2.447], [4.092, 4.255, 0.757], [-1.652, 0.532, 5.057], [0.744, 3.756, -1.573], [-3.669, 0.444, -1.920], [-1.337, -3.810, -2.662], [-0.590, -0.393, 2.917], [4.570, -3.172, -3.840], [2.773, -1.966, 1.247], [-3.005, 2.345, -3.561], [-1.928, 1.669, -5.673], [-0.203, 4.117, 0.690], [-0.179, 1.825, -5.888], [-2.400, -2.522, 2.662], [-0.073, 3.157, -3.767], [0.815, -5.283, 2.132], [-0.121, 2.325, -1.019], [2.058, 1.851, -2.139], [5.856, 0.351, 2.695], [1.901, 4.822, 1.838], [4.857, -1.905, 2.823], [-0.126, 0.705, 1.627], [-2.042, 2.944, -2.199], [0.283, -4.497, -2.569], [-3.086, -0.785, 3.419]], "e_homo_ev": -7.4, "energy_ha": -4388.2308}